{"formula": "C63H149N7O34", "method": "ωB97M-V/def2-TZVPD", "elements": ["O", "O", "O", "O", "O", "O", "O", "O", "O", "O", "O", "O", "O", "O", "O", "O", "O", "O", "O", "O", "O", "O", "O", "O", "O", "O", "O", "O", "O", "O", "O", "O", "O", "O", "N", "N", "N", "N", "N", "N", "N", "C", "C", "C", "C", "C", "C", "C", "C", "C", "C", "C", "C", "C", "C", "C", "C", "C", "C", "C", "C", "C", "C", "C", "C", "C", "C", "C", "C", "C", "C", "C", "C", "C", "C", "C", "C", "C", "C", "C", "C", "C", "C", "C", "C", "C", "C", "C", "C", "C", "C", "C", "C", "C", "C", "C", "C", "C", "C", "C", "C", "C", "C", "C", "H", "H", "H", "H", "H", "H", "H", "H", "H", "H", "H", "H", "H", "H", "H", "H", "H", "H", "H", "H", "H", "H", "H", "H", "H", "H", "H", "H", "H", "H", "H", "H", "H", "H", "H", "H", "H", "H", "H", "H", "H", "H", "H", "H", "H", "H", "H", "H", "H", "H", "H", "H", "H", "H", "H", "H", "H", "H", "H", "H", "H", "H", "H", "H", "H", "H", "H", "H", "H", "H", "H", "H", "H", "H", "H", "H", "H", "H", "H", "H", "H", "H", "H", "H", "H", "H", "H", "H", "H", "H", "H", "H", "H", "H", "H", "H", "H", "H", "H", "H", "H", "H", "H", "H", "H", "H", "H", "H", "H", "H", "H", "H", "H", "H", "H", "H", "H", "H", "H", "H", "H", "H", "H", "H", "H", "H", "H", "H", "H", "H", "H", "H", "H", "H", "H", "H", "H", "H", "H", "H", "H", "H", "H", "H", "H", "H", "H", "H", "H"], "coordinates": [[2.404, -5.007, -2.968], [-2.149, -0.087, 3.584], [-4.201, 5.206, -0.723], [-6.404, 2.584, 5.955], [-9.315, -2.176, 0.943], [-0.296, -5.937, 7.776], [-4.209, 3.156, -4.489], [-1.505, 3.382, 5.489], [7.144, -3.589, -0.648], [-4.845, 5.795, -5.887], [-0.558, 4.000, 2.884], [3.387, -6.847, -3.383], [-3.538, 3.639, 0.562], [-7.032, -3.719, 1.778], [0.319, 1.794, -4.481], [1.468, -3.933, 6.562], [-2.013, 0.734, -0.394], [2.901, 4.466, -7.518], [-0.256, 6.114, -3.523], [9.329, -5.231, 0.168], [-4.898, 0.647, 4.306], [1.921, -1.061, -0.943], [-0.788, -4.630, -5.814], [4.044, 2.947, -5.377], [-4.716, 0.033, -3.656], [4.011, 0.317, 1.859], [5.035, -2.621, -3.717], [-0.049, 3.517, 7.881], [10.809, -5.835, 2.822], [0.077, 1.767, -6.646], [4.625, 2.939, -2.457], [1.986, -3.330, 3.525], [-1.109, -1.716, -2.003], [-4.409, -2.610, 1.327], [3.830, -1.735, -5.334], [-1.638, -2.974, -4.435], [0.280, 2.316, -5.589], [-4.440, 4.191, -0.041], [3.327, -5.738, -2.859], [-1.670, 6.258, -1.736], [2.988, 0.866, 3.689], [-6.269, 0.993, 4.038], [4.119, 3.760, -7.739], [-3.078, -2.515, 0.805], [3.527, 2.166, -3.023], [-1.102, -4.204, -4.718], [-3.742, 4.957, -6.191], [-4.545, -3.833, 2.067], [0.089, 4.735, 1.891], [-2.133, 7.657, -1.911], [-1.948, 2.675, 6.667], [8.222, -3.738, -1.521], [-4.459, -0.573, 3.732], [-5.125, 6.865, -6.800], [4.491, 3.190, -1.013], [5.947, -2.692, -5.893], [3.850, 1.854, -4.476], [4.381, -5.443, -1.860], [-1.765, 4.569, 3.391], [0.996, 3.240, 8.841], [-8.328, -3.805, 2.342], [3.304, -1.138, -0.881], [-10.142, -1.859, -0.175], [0.638, -6.214, 6.702], [-0.810, -0.387, -2.381], [2.116, 1.669, 1.575], [4.175, 2.597, -6.718], [3.103, 0.943, 2.355], [0.842, -4.957, 5.863], [-0.129, 4.461, -1.816], [-1.786, 1.104, 0.946], [2.740, -3.191, 2.305], [-5.250, 0.314, -5.022], [-3.087, -0.936, 4.246], [2.592, -1.648, -4.602], [10.691, -4.602, 2.123], [-5.794, 3.772, 0.117], [10.660, -5.628, 4.194], [2.573, 5.537, -8.357], [10.590, -4.721, 0.608], [-0.836, -0.130, 4.150], [-4.539, 1.300, -2.952], [-2.431, 3.600, 4.430], [1.247, -2.333, -1.013], [-6.625, 2.432, 4.537], [8.949, -5.026, -1.211], [-0.699, -7.080, 8.548], [0.478, 3.806, -5.701], [6.901, -2.199, -0.231], [-5.943, -3.906, 2.666], [-9.447, -3.556, 1.342], [-0.844, 0.591, -1.218], [4.895, -2.307, -4.885], [-0.296, -2.225, -0.907], [2.457, 1.812, 4.557], [-6.556, 3.909, 6.457], [-3.574, 2.315, -3.529], [1.689, -2.752, 5.843], [2.628, -2.710, 4.646], [-0.679, 5.684, -2.443], [-0.743, -5.014, -3.468], [-0.786, 2.339, 7.607], [-1.940, -1.917, -5.410], [-3.297, 4.077, -5.026], [1.310, 4.212, 9.221], [-2.773, 1.764, -4.022], [1.503, 4.002, -5.387], [-0.304, -1.062, 3.958], [3.333, 1.951, -6.969], [-2.576, 3.417, 7.160], [-1.345, 8.327, -1.566], [-6.087, 3.196, 3.975], [-11.131, -2.317, -0.196], [-6.472, 4.386, -0.476], [5.342, -5.780, -2.248], [-0.642, -1.694, -0.020], [-2.948, 5.564, -6.626], [-6.059, -3.240, 3.521], [-0.492, 4.852, 0.976], [-10.451, -3.733, 1.726], [3.058, 1.212, -4.864], [3.593, -3.170, 4.861], [0.720, -2.368, 5.524], [-5.865, 2.752, -0.261], [8.973, -2.959, -1.391], [5.009, 4.389, -7.709], [4.334, -4.385, -1.603], [1.131, 1.625, 2.040], [0.313, 4.049, -6.751], [2.530, 5.334, -9.427], [0.357, -6.965, 5.964], [-7.661, 2.632, 4.263], [9.794, -5.060, -1.898], [3.473, 3.508, -0.788], [-6.385, 0.978, 2.955], [8.378, -5.896, -1.535], [0.766, 4.648, -1.223], [-7.110, 0.397, 4.391], [2.507, -2.597, -4.071], [-0.902, 0.056, 5.222], [-6.041, -4.871, 3.164], [0.118, -7.647, 8.995], [-3.301, 4.047, 4.911], [-5.767, 4.570, 6.099], [-1.697, -2.271, -6.412], [-0.862, 3.988, -1.161], [-2.724, 1.212, 1.491], [-5.907, 7.421, -6.283], [0.185, -0.399, -2.825], [-2.511, 4.893, 2.666], [-0.132, 1.637, 7.090], [1.661, 1.446, 5.205], [-2.362, -2.422, 1.621], [-2.562, 1.785, 6.528], [11.430, -5.320, 0.258], [-5.996, 3.832, 1.186], [-4.445, -0.513, 2.644], [5.112, 2.080, -6.923], [3.613, 0.167, 4.061], [3.279, 6.363, -8.276], [-2.985, -1.623, -5.317], [3.819, -3.323, 2.386], [0.415, 5.688, 2.307], [0.598, 2.784, 9.748], [-1.670, -5.303, -2.973], [-1.206, -1.130, -5.238], [2.783, -1.668, 4.367], [-1.742, -2.717, -3.464], [-8.448, -4.823, 2.714], [4.634, 1.114, -4.634], [1.991, 1.187, 0.606], [7.718, -3.660, -2.485], [-3.222, 2.937, -2.707], [4.733, 2.288, -0.450], [9.772, -4.099, 2.425], [-2.336, 7.848, -2.964], [2.627, 2.625, 1.460], [5.097, 4.046, -0.718], [3.626, -1.138, -1.923], [10.865, -6.581, 4.682], [-5.383, 6.529, -7.805], [-0.337, 4.193, -5.089], [-0.066, -4.468, -2.811], [-1.082, -7.869, 7.901], [1.299, -5.102, 4.884], [6.106, -2.202, 0.516], [2.427, -4.007, 1.654], [5.581, -3.156, -6.809], [-2.954, -1.682, 0.113], [3.318, 2.043, 5.185], [-1.444, -6.919, 9.327], [3.621, -2.069, -0.412], [7.749, -1.720, 0.258], [-3.077, -0.782, 5.325], [-6.145, 0.930, -4.937], [6.637, -1.538, -1.056], [-4.523, 0.828, -5.651], [-1.513, 5.482, 3.930], [-2.647, 2.639, 3.964], [-1.190, 1.863, 8.501], [-4.331, -4.713, 1.460], [3.979, -1.406, -6.277], [2.001, -1.979, 6.546], [9.640, -5.413, 4.512], [6.561, -3.433, -5.381], [-2.919, 7.935, -1.209], [-8.336, -3.173, 3.230], [0.141, 3.658, -2.502], [-1.245, 2.051, 0.948], [-1.577, -0.101, -3.101], [2.127, 2.743, 4.097], [3.431, 1.280, -2.396], [11.466, -3.886, 2.398], [-0.159, -4.643, 5.567], [-3.841, -3.881, 2.898], [-1.938, 5.864, -0.845], [-7.541, 4.241, 6.129], [-2.855, -1.978, 4.026], [-5.434, 1.799, -2.580], [1.606, 5.952, -8.074], [-0.591, 1.573, -1.617], [-2.924, 4.696, -4.210], [-5.170, -1.323, 4.079], [-0.002, 0.405, -0.550], [4.011, 3.274, -8.709], [2.545, -2.210, 1.869], [10.693, -3.746, 0.130], [11.267, -4.805, 4.573], [-0.237, -5.909, -3.830], [-1.160, 0.394, 1.486], [2.704, 2.867, -2.885], [-0.275, 0.716, 3.754], [1.737, -1.452, -5.248], [-10.225, -0.773, -0.178], [6.462, -1.784, -6.208], [-9.251, -4.199, 0.483], [4.127, -5.953, -0.930], [1.602, -6.482, 7.133], [3.779, -0.271, -0.420], [2.637, -0.803, -3.914], [-4.269, 7.530, -6.915], [-9.585, -2.118, -1.075], [1.534, -2.964, -0.172], [-5.530, -0.650, -5.447], [-0.660, -3.241, -0.758], [-4.100, 4.285, -6.970], [1.894, 2.750, 8.464], [-2.418, 3.526, -5.360], [1.588, -2.892, -1.884], [0.972, 4.156, 1.621], [-6.567, 3.967, 7.545], [-4.191, 0.855, -2.019], [-2.941, -3.379, 0.155]], "homo_ev": -8.606, "lumo_ev": -0.45, "gap_ev": 8.2}

***

{"formula": "C63H46NNiP3Si", "method": "ωB97M-V/def2-TZVPD", "elements": ["Ni", "P", "P", "P", "Si", "N", "C", "C", "C", "C", "C", "C", "C", "C", "C", "C", "C", "C", "C", "C", "C", "C", "C", "C", "C", "C", "C", "C", "C", "C", "C", "C", "C", "C", "C", "C", "C", "C", "C", "C", "C", "C", "C", "C", "C", "C", "C", "C", "C", "C", "C", "C", "C", "C", "C", "C", "C", "C", "C", "C", "C", "C", "C", "C", "C", "C", "C", "C", "C", "H", "H", "H", "H", "H", "H", "H", "H", "H", "H", "H", "H", "H", "H", "H", "H", "H", "H", "H", "H", "H", "H", "H", "H", "H", "H", "H", "H", "H", "H", "H", "H", "H", "H", "H", "H", "H", "H", "H", "H", "H", "H", "H", "H", "H", "H"], "coordinates": [[0.088, -0.214, -0.704], [1.951, 0.951, -1.301], [-0.158, -1.677, 1.051], [-1.890, 0.208, -1.631], [-0.228, 1.478, 0.669], [2.630, 0.680, 8.843], [2.553, -4.661, 3.364], [3.503, 2.921, -0.044], [0.614, -4.270, 1.992], [-5.725, -0.489, 0.885], [-0.854, -2.825, -0.202], [-2.445, 4.190, -2.536], [2.000, -2.429, 2.659], [-1.595, -0.138, -5.670], [-3.458, -0.033, -0.704], [-2.432, -4.560, -0.772], [2.122, 3.810, -4.296], [4.424, 0.027, -2.388], [0.849, -0.124, 1.241], [-1.118, 3.984, -0.536], [3.855, -0.725, -0.176], [-1.905, -4.618, -2.055], [-0.844, -3.795, -2.410], [-5.271, 0.802, 0.664], [2.152, 3.226, -3.035], [0.864, -2.894, 1.985], [-1.250, -0.859, 2.232], [-2.215, -1.419, 3.150], [-5.053, -1.555, 0.306], [-1.260, 0.826, 2.096], [-2.546, -1.086, -6.022], [2.277, 2.272, -0.047], [0.976, -0.771, 6.126], [-2.494, 2.807, -2.639], [3.754, 3.953, 0.857], [-0.078, 0.004, 2.565], [-3.228, -1.235, -3.715], [1.785, 1.078, -4.037], [2.762, 4.343, 1.739], [-4.150, 1.031, -0.124], [3.544, 0.033, -1.307], [2.831, -3.302, 3.347], [5.019, -1.475, -0.133], [-1.148, 2.590, -0.620], [1.534, 3.684, 1.744], [0.430, -0.908, 4.862], [-2.959, -0.669, 3.990], [-2.249, 1.422, 2.968], [1.951, 3.029, -5.428], [1.095, 1.326, 4.321], [1.785, 1.656, -5.296], [-0.304, -2.918, -1.480], [5.589, -0.729, -2.340], [2.169, 0.567, 7.795], [-2.972, 0.764, 3.897], [1.593, 0.423, 6.489], [5.889, -1.482, -1.216], [-1.915, -3.658, 0.150], [1.276, 2.624, 0.887], [0.491, 0.132, 3.938], [-1.759, 4.776, -1.481], [1.449, -5.141, 2.681], [-1.846, 2.022, -1.692], [-1.455, 0.251, -4.348], [-3.932, -1.325, -0.477], [-2.270, -0.291, -3.353], [1.649, 1.478, 5.578], [1.987, 1.851, -2.891], [-3.362, -1.629, -5.042], [-2.327, -2.498, 3.149], [-2.938, 4.807, -3.276], [-3.809, 2.048, -0.266], [4.718, 4.447, 0.861], [1.938, 3.487, -6.409], [-0.050, -1.840, 4.595], [-2.353, -3.592, 1.139], [0.930, -1.589, 6.834], [-5.397, -2.571, 0.465], [-3.033, 2.340, -3.454], [-1.713, 5.856, -1.398], [2.125, 2.407, 5.861], [6.265, -0.722, -3.186], [-2.318, -5.309, -2.780], [-0.959, 0.305, -6.428], [-3.422, -2.163, -0.924], [6.798, -2.070, -1.181], [-0.709, 0.990, -4.085], [-0.222, -4.685, 1.453], [-2.459, 2.474, 2.790], [-3.635, -1.157, 4.680], [2.239, 4.883, -4.390], [3.204, -5.344, 3.897], [-4.115, -2.362, -5.307], [0.772, 4.015, 2.445], [-3.886, -1.662, -2.975], [-3.689, 1.314, 4.495], [2.940, 5.154, 2.435], [5.245, -2.060, 0.751], [-6.597, -0.663, 1.503], [1.644, 1.035, -6.173], [2.289, 3.851, -2.162], [1.235, -6.203, 2.670], [-5.787, 1.642, 1.112], [1.622, 0.010, -3.935], [-3.255, -5.204, -0.490], [3.701, -2.917, 3.862], [-0.566, 4.468, 0.262], [4.214, 0.617, -3.270], [-2.654, -1.394, -7.055], [3.159, -0.707, 0.658], [2.246, -1.378, 2.599], [-0.430, -3.837, -3.410], [0.545, -2.300, -1.757], [4.275, 2.621, -0.745], [1.145, 2.141, 3.615]], "homo_ev": -6.588, "lumo_ev": 0.40, "relative_energy_ev": 0.000, "gap_ev": 7.0}

***

Calculated molecular weight, 1548.90; 996.77 g/mol (same order as the records).